[1]
Below is C27H27I2N4O4RuS4 as an isolated structure in a non-equilibrium geometry, with properties calculated with wB97M-V/def2-TZVPD.

The calculation puts the energy above the lowest of the compared OMol25 structures with the same formula, charge and spin at 278.23 kJ/mol. Its largest force on an atom is 5.0 eV/A. Its multiplicity is 6. As for the expectation value of S²: 8.7988. The HOMO energy (spin up / spin down) comes out at -11.1 / -13.6 eV. As for the total charge: +2. As for the total energy: -3847.30555 a.u.

Positions of all 69 atoms, in Å:
1 Ru 1.66 -1.53 1.47
2 I 1.53 -4.31 1.15
3 C 3.65 -4.39 1.10
4 I 4.48 -2.51 0.64
5 H 3.94 -5.12 0.35
6 H 3.98 -4.68 2.09
7 O 1.51 -0.84 -0.51
8 S 2.09 -1.34 -1.87
9 C 0.70 -1.32 -3.02
10 C 0.01 -0.01 -3.24
11 C 0.34 0.77 -4.35
12 C -0.31 1.97 -4.59
13 C -1.32 2.39 -3.73
14 C -1.66 1.61 -2.63
15 C -0.99 0.42 -2.38
16 C 3.09 0.03 -2.43
17 C 3.72 -0.27 -3.77
18 C 3.73 0.72 -4.74
19 C 4.33 0.49 -5.97
20 C 4.92 -0.74 -6.24
21 C 4.91 -1.73 -5.27
22 C 4.32 -1.50 -4.04
23 H 0.03 -2.08 -2.60
24 H 1.12 -1.73 -3.95
25 H 1.10 0.42 -5.04
26 H -0.06 2.56 -5.46
27 H -1.85 3.31 -3.93
28 H -2.47 1.92 -1.99
29 H -1.28 -0.20 -1.54
30 H 3.80 0.19 -1.62
31 H 2.43 0.90 -2.48
32 H 3.27 1.68 -4.53
33 H 4.34 1.27 -6.72
34 H 5.38 -0.92 -7.20
35 H 5.37 -2.69 -5.47
36 H 4.34 -2.28 -3.28
37 S 2.82 -0.72 3.48
38 C 1.74 -0.71 4.81
39 N 2.12 -0.32 6.00
40 C 1.09 -0.23 7.04
41 C -0.01 -1.20 6.59
42 S 0.10 -1.23 4.77
43 H 3.05 0.05 6.14
44 H 0.73 0.80 7.10
45 H 1.51 -0.51 8.00
46 H -1.00 -0.86 6.89
47 H 0.16 -2.21 6.96
48 O -7.47 0.82 3.89
49 S -7.80 0.48 2.49
50 O -7.40 -0.80 2.01
51 O -8.87 1.18 1.88
52 C -6.16 1.68 2.14
53 N -6.43 2.93 1.96
54 C -5.37 3.67 1.59
55 C -4.11 3.10 1.47
56 C -3.98 1.74 1.74
57 N -5.05 1.01 2.09
58 C -2.70 0.99 1.66
59 C -2.73 -0.40 1.69
60 C -1.54 -1.09 1.65
61 N -0.34 -0.49 1.58
62 C -0.32 0.85 1.54
63 C -1.46 1.62 1.57
64 H -5.54 4.72 1.40
65 H -3.27 3.72 1.19
66 H -3.67 -0.93 1.76
67 H -1.53 -2.18 1.69
68 H 0.66 1.32 1.48
69 H -1.37 2.69 1.55

[2]
Below is C56H42I4N4Sr as an isolated structure in a non-equilibrium geometry, with properties calculated with wB97M-V/def2-TZVPD.

Its largest force on an atom is 2.4 eV/A. The HOMO energy (spin up / spin down) comes out at -6.5 / -6.5 eV. As for the total energy: -3599.75027 a.u.

Positions of all 107 atoms, in Å:
1 Sr 0.00 -0.03 -0.13
2 I 8.49 4.07 -3.38
3 C 6.75 3.38 -2.49
4 C 5.77 2.77 -3.27
5 C 4.60 2.31 -2.66
6 C 4.40 2.43 -1.28
7 C 5.40 3.06 -0.54
8 C 6.57 3.53 -1.12
9 C 3.14 1.94 -0.64
10 C 3.26 0.87 0.29
11 C 4.51 0.36 0.81
12 C 4.19 -0.59 1.72
13 C 2.74 -0.68 1.74
14 C 1.99 -1.51 2.62
15 C 2.60 -2.79 3.08
16 C 2.09 -3.57 4.14
17 C 2.65 -4.79 4.50
18 C 3.73 -5.30 3.79
19 I 4.57 -7.12 4.32
20 C 4.22 -4.60 2.70
21 C 3.65 -3.38 2.35
22 C 0.66 -1.15 3.03
23 N -0.26 -0.57 2.21
24 C -1.43 -0.49 2.90
25 C -2.68 0.02 2.43
26 C -3.90 -0.70 2.93
27 C -3.77 -1.98 3.47
28 C -4.86 -2.73 3.90
29 C -6.13 -2.23 3.76
30 I -7.78 -3.34 4.37
31 C -6.32 -0.99 3.15
32 C -5.22 -0.26 2.73
33 C -2.76 1.12 1.53
34 C -3.77 2.16 1.52
35 C -3.44 3.01 0.52
36 C -2.23 2.52 -0.07
37 N -1.81 1.42 0.60
38 C -1.56 3.14 -1.18
39 C -0.14 3.20 -1.27
40 C 0.67 4.25 -1.86
41 C 1.96 3.89 -1.68
42 C 1.96 2.63 -0.98
43 N 0.67 2.26 -0.71
44 C -2.45 3.70 -2.25
45 C -3.80 3.32 -2.32
46 C -4.66 3.75 -3.32
47 C -4.18 4.57 -4.33
48 I -5.45 5.21 -5.84
49 C -2.84 4.92 -4.34
50 C -2.00 4.48 -3.34
51 C -1.22 -0.94 4.26
52 C 0.08 -1.33 4.34
53 N 2.22 0.23 0.88
54 H 5.90 2.67 -4.33
55 H 3.83 1.85 -3.26
56 H 5.25 3.21 0.53
57 H 7.32 4.02 -0.52
58 H 5.51 0.70 0.56
59 H 4.88 -1.11 2.37
60 H 1.22 -3.26 4.68
61 H 2.23 -5.35 5.33
62 H 5.02 -5.00 2.10
63 H 4.01 -2.90 1.45
64 H -2.79 -2.43 3.55
65 H -4.70 -3.72 4.33
66 H -7.31 -0.61 2.99
67 H -5.42 0.66 2.22
68 H -4.54 2.32 2.26
69 H -3.92 3.95 0.28
70 H 0.33 5.21 -2.22
71 H 2.84 4.47 -1.94
72 H -4.20 2.63 -1.59
73 H -5.69 3.43 -3.31
74 H -2.44 5.52 -5.15
75 H -0.96 4.74 -3.43
76 H -1.94 -0.87 5.06
77 H 0.61 -1.59 5.24
78 C -0.32 0.44 -3.60
79 C -0.42 -0.72 -2.62
80 C -1.66 -1.08 -2.04
81 C -2.96 -0.43 -2.47
82 C -1.70 -2.08 -1.05
83 C -3.03 -2.53 -0.48
84 C -0.50 -2.67 -0.57
85 C -0.55 -3.61 0.61
86 C 0.71 -2.38 -1.23
87 C 2.00 -3.07 -0.83
88 C 0.74 -1.44 -2.28
89 C 2.05 -1.18 -2.98
90 H -0.41 0.10 -4.64
91 H 0.64 0.95 -3.50
92 H -1.08 1.19 -3.42
93 H -3.52 -0.07 -1.61
94 H -3.59 -1.15 -3.00
95 H -2.81 0.41 -3.14
96 H -3.84 -2.33 -1.17
97 H -3.26 -2.03 0.46
98 H -3.02 -3.60 -0.28
99 H -0.53 -4.66 0.28
100 H -1.44 -3.46 1.20
101 H 0.31 -3.46 1.27
102 H 2.29 -3.80 -1.60
103 H 1.91 -3.61 0.10
104 H 2.82 -2.36 -0.73
105 H 2.72 -0.54 -2.39
106 H 1.90 -0.69 -3.94
107 H 2.58 -2.11 -3.16

[3]
Below is C5H9N4O5S as an isolated structure in a non-equilibrium geometry, with properties calculated with wB97M-V/def2-TZVPD.

The calculation puts the energy above the lowest of the compared OMol25 structures with the same formula, charge and spin at 0.00 kJ/mol. Its largest force on an atom is 4.9 eV/A. The HOMO energy comes out at -13.3 eV. As for the total charge: +1. As for the total energy: -1188.93205 a.u.

Positions of all 24 atoms, in Å:
1 C -1.44 0.39 -2.40
2 C -1.89 0.86 -1.21
3 C -1.10 -0.95 -2.14
4 C 1.61 0.54 1.38
5 C 0.21 0.54 1.73
6 N -1.36 -1.15 -0.85
7 N -1.88 -0.10 -0.26
8 N 2.05 1.73 0.94
9 N -0.65 1.50 1.44
10 O -0.79 -2.25 -0.32
11 O 1.53 -1.41 -0.88
12 O -0.22 -1.91 -2.62
13 O 0.95 -3.72 -1.39
14 O -0.42 -0.37 2.46
15 S 0.58 -2.39 -1.27
16 H -1.42 0.90 -3.26
17 H 2.01 0.11 2.27
18 H 1.76 -0.31 0.62
19 H 3.03 1.94 1.27
20 H -0.15 -1.28 2.67
21 H 1.96 1.82 -0.07
22 H -0.47 2.44 1.06
23 H -1.51 1.28 1.83
24 H -2.40 1.79 -1.00

[4]
Below is a 13-piece molecular cluster, C18H62O13 overall in a non-equilibrium geometry, with properties calculated with wB97M-V/def2-TZVPD.

The calculation puts the energy above the lowest of the compared OMol25 structures with the same formula, charge and spin at 274.74 kJ/mol. Its largest force on an atom is 3.4 eV/A. The HOMO energy comes out at -9.4 eV. As for the total energy: -1701.01733 a.u.

Positions of all 93 atoms, in Å:
1 C -0.54 -5.67 2.06
2 C -0.16 -5.47 0.57
3 O 1.10 -6.04 0.27
4 H -1.49 -5.15 2.35
5 H 0.18 -5.22 2.76
6 H -0.70 -6.71 2.39
7 H -0.03 -4.42 0.46
8 H -0.93 -5.72 -0.16
9 H 1.23 -7.00 0.46
10 C -5.20 1.00 2.00
11 C -4.52 0.52 0.73
12 O -3.17 0.93 0.69
13 H -6.29 0.85 1.88
14 H -4.99 2.09 2.19
15 H -4.95 0.45 2.89
16 H -5.05 1.10 -0.06
17 H -4.71 -0.53 0.72
18 H -2.68 0.36 0.11
19 C 1.89 0.14 4.28
20 C 0.91 1.21 3.97
21 O -0.12 0.68 3.08
22 H 2.28 -0.14 3.34
23 H 1.31 -0.67 4.77
24 H 2.75 0.49 4.91
25 H 1.49 1.93 3.40
26 H 0.50 1.64 4.83
27 H -0.97 0.78 3.53
28 C 4.00 2.59 1.76
29 C 3.26 2.41 0.51
30 O 3.13 3.65 -0.14
31 H 5.00 2.93 1.49
32 H 4.05 1.61 2.32
33 H 3.54 3.41 2.38
34 H 2.23 1.99 0.67
35 H 3.75 1.67 -0.16
36 H 2.24 4.07 0.12
37 C -2.43 3.27 3.90
38 C -3.00 2.21 4.83
39 O -2.15 1.05 4.71
40 H -1.50 3.64 4.35
41 H -3.15 4.07 3.77
42 H -2.22 2.79 2.92
43 H -4.04 1.99 4.45
44 H -3.07 2.54 5.89
45 H -2.72 0.28 4.91
46 C -1.87 -1.38 -7.01
47 C -1.63 -1.18 -5.53
48 O -0.24 -1.25 -5.20
49 H -1.22 -0.77 -7.59
50 H -2.89 -1.11 -7.20
51 H -1.85 -2.45 -7.33
52 H -2.15 -1.87 -4.90
53 H -1.84 -0.22 -5.11
54 H 0.17 -1.97 -5.72
55 C 1.27 6.03 2.17
56 C 0.30 5.66 1.10
57 O 0.59 4.40 0.47
58 H 1.22 7.12 2.38
59 H 2.29 5.74 1.87
60 H 1.02 5.63 3.18
61 H 0.37 6.45 0.38
62 H -0.75 5.71 1.41
63 H -0.05 3.75 0.80
64 C 3.05 -1.30 -5.87
65 C 2.97 -2.54 -4.89
66 O 1.62 -2.88 -4.54
67 H 2.68 -1.56 -6.84
68 H 4.04 -0.95 -5.91
69 H 2.37 -0.56 -5.46
70 H 3.55 -2.26 -4.00
71 H 3.55 -3.39 -5.32
72 H 1.53 -3.62 -3.89
73 C -0.08 1.69 -0.61
74 C 0.07 0.36 -1.33
75 O -1.11 -0.39 -0.94
76 H 0.74 2.41 -0.71
77 H -0.16 1.49 0.51
78 H -0.97 2.25 -0.86
79 H 1.04 -0.01 -1.08
80 H 0.05 0.51 -2.38
81 H -1.27 -1.13 -1.58
82 O 1.26 -4.52 -2.32
83 H 1.56 -3.85 -1.69
84 H 1.39 -5.33 -1.79
85 O 2.13 -2.91 -0.21
86 H 1.45 -2.35 0.26
87 H 2.57 -3.44 0.46
88 O 0.19 -1.53 1.29
89 H -0.24 -1.13 0.48
90 H 0.33 -0.76 1.89
91 O -0.62 -2.51 -2.39
92 H -0.14 -3.36 -2.26
93 H -0.38 -2.32 -3.32

[5]
Below is C25H29BN6O2PdS2 as an isolated structure in a non-equilibrium geometry, with properties calculated with wB97M-V/def2-TZVPD.

Its largest force on an atom is 1.5 eV/A. Its multiplicity is 3. As for the expectation value of S²: 2.0211. The HOMO energy (spin up / spin down) comes out at -6.8 / -7.3 eV. As for the total energy: -2398.22093 a.u.

Positions of all 66 atoms, in Å:
1 Pd 0.23 -0.41 0.61
2 C -0.68 0.72 3.94
3 N 0.59 0.87 3.24
4 C 1.43 1.94 3.33
5 C 2.62 1.56 2.80
6 N 2.53 0.25 2.40
7 B 3.76 -0.64 1.97
8 N 3.97 -0.59 0.41
9 C 5.00 0.09 -0.21
10 C 4.93 -0.13 -1.54
11 N 3.82 -0.93 -1.74
12 C 3.33 -1.40 -3.03
13 C 3.25 -1.22 -0.54
14 S 1.84 -2.18 -0.36
15 C 1.26 -0.19 2.66
16 S 0.66 -1.80 2.65
17 H -1.12 1.71 4.08
18 H -0.52 0.26 4.91
19 H -1.33 0.08 3.36
20 H 1.11 2.90 3.72
21 H 3.52 2.13 2.65
22 H 3.55 -1.77 2.31
23 H 4.75 -0.15 2.47
24 H 5.71 0.67 0.36
25 H 5.55 0.20 -2.36
26 H 3.56 -0.66 -3.78
27 H 2.26 -1.55 -2.96
28 H 3.79 -2.35 -3.30
29 C -2.39 1.52 -1.49
30 N -2.23 1.35 -0.01
31 C -3.53 1.06 0.64
32 C -1.55 2.52 0.64
33 C -0.17 2.69 0.07
34 C 0.22 3.97 -0.32
35 C 1.46 4.17 -0.90
36 C 2.28 3.06 -1.13
37 C 1.86 1.79 -0.75
38 C 0.63 1.56 -0.12
39 H -2.58 0.55 -1.93
40 H -1.47 1.93 -1.91
41 H -3.22 2.20 -1.67
42 H -1.55 0.60 0.13
43 H -4.12 1.97 0.65
44 H -3.36 0.69 1.64
45 H -4.05 0.29 0.07
46 H -1.51 2.28 1.70
47 H -2.17 3.40 0.49
48 H -0.45 4.81 -0.17
49 H 1.78 5.16 -1.21
50 H 3.24 3.19 -1.60
51 H 2.51 0.96 -0.96
52 O -2.55 -1.54 1.31
53 C -2.34 -1.91 0.17
54 N -1.40 -1.39 -0.69
55 C -1.55 -1.99 -1.93
56 O -0.93 -1.72 -2.94
57 C -2.66 -3.01 -1.85
58 C -3.22 -3.82 -2.80
59 C -4.31 -4.61 -2.42
60 C -4.81 -4.55 -1.12
61 C -4.23 -3.71 -0.16
62 C -3.15 -2.96 -0.56
63 H -2.83 -3.86 -3.81
64 H -4.77 -5.27 -3.14
65 H -5.67 -5.15 -0.85
66 H -4.61 -3.66 0.85

[6]
Below is C6H5N3O3 in the gas phase in a non-equilibrium geometry, with properties calculated with wB97M-V/def2-TZVPD.

The calculation puts the energy above the lowest of the compared OMol25 structures with the same formula, charge and spin at 694.86 kJ/mol. Its largest force on an atom is 5.6 eV/A. The HOMO energy comes out at -10.1 eV. As for the total energy: -621.37953 a.u.

Positions of all 17 atoms, in Å:
1 C -0.51 1.96 -0.86
2 C 0.79 1.72 -0.95
3 C 1.45 0.60 -0.34
4 N 2.75 0.47 -0.27
5 O 3.02 -0.66 0.38
6 N 1.90 -1.30 0.74
7 C 0.93 -0.56 0.32
8 C -0.73 -1.02 0.59
9 C -1.33 -0.90 1.75
10 N -1.31 -1.57 -0.60
11 O -0.67 -1.48 -1.62
12 O -2.41 -2.08 -0.49
13 H -0.96 2.82 -1.33
14 H -1.18 1.32 -0.30
15 H 1.45 2.39 -1.49
16 H -2.36 -1.22 1.87
17 H -0.82 -0.49 2.61

[7]
Below is C2H4N4O in the gas phase in a non-equilibrium geometry, with properties calculated with wB97M-V/def2-TZVPD.

The calculation puts the energy above the lowest of the compared OMol25 structures with the same formula, charge and spin at 419.87 kJ/mol. Its largest force on an atom is 3.7 eV/A. The HOMO energy comes out at -9.7 eV. As for the total energy: -372.74041 a.u.

Positions of all 11 atoms, in Å:
1 C 2.59 0.25 0.01
2 N 1.42 -0.61 -0.11
3 C 0.25 -0.27 -0.03
4 N -0.31 1.12 0.05
5 N -1.52 0.94 -0.02
6 N -1.94 -0.29 0.05
7 O -0.83 -1.10 0.11
8 H 3.24 -0.19 -0.71
9 H 3.00 0.10 1.06
10 H 2.39 1.36 -0.17
11 H -2.55 -0.39 -0.72

[8]
Below is C2H2Cl3NO as an isolated structure in a non-equilibrium geometry, with properties calculated with wB97M-V/def2-TZVPD.

The calculation puts the energy above the lowest of the compared OMol25 structures with the same formula, charge and spin at 345.33 kJ/mol. Its largest force on an atom is 4.0 eV/A. The HOMO energy (spin up / spin down) comes out at -9.0 / -9.0 eV. As for the total energy: -1587.84192 a.u.

Positions of all 9 atoms, in Å:
1 C 0.33 0.44 -0.44
2 C -0.85 -0.44 -0.02
3 N 1.87 0.14 0.65
4 O 1.84 0.29 1.81
5 Cl -0.35 -2.08 0.32
6 Cl -1.84 -0.44 -1.53
7 Cl -1.70 0.49 1.21
8 H 0.65 0.18 -1.41
9 H 0.06 1.42 -0.57

[9]
Below is C25H28N2O3 in the gas phase, with properties calculated with wB97M-V/def2-TZVPD.

The calculation puts the energy above the lowest of the compared OMol25 structures with the same formula, charge and spin at 124.28 kJ/mol. Its largest force on an atom is 0.8 eV/A. The HOMO energy comes out at -7.7 eV. As for the total energy: -1304.67422 a.u.

Positions of all 58 atoms, in Å:
1 C -1.56 5.89 -2.06
2 O -2.30 5.31 -1.02
3 C -2.02 4.01 -0.66
4 C -1.03 3.25 -1.26
5 C -0.77 1.95 -0.88
6 C -1.52 1.35 0.12
7 C -1.22 -0.05 0.56
8 C -0.03 -0.08 1.52
9 N 0.29 -1.45 1.87
10 C 1.42 -1.59 2.77
11 C 1.94 -3.04 2.75
12 O 0.89 -3.96 2.92
13 C 2.75 -3.35 1.46
14 N 2.15 -2.87 0.25
15 C 1.11 -3.47 -0.42
16 C 0.49 -4.69 -0.19
17 C -0.53 -5.06 -1.04
18 C -0.94 -4.25 -2.09
19 C -0.32 -3.04 -2.34
20 C 0.72 -2.65 -1.50
21 C 1.57 -1.50 -1.47
22 C 1.69 -0.37 -2.28
23 C 2.65 0.57 -1.97
24 C 3.49 0.39 -0.88
25 C 3.40 -0.72 -0.07
26 C 2.44 -1.67 -0.36
27 C -2.51 2.10 0.73
28 C -2.78 3.42 0.37
29 O -3.79 3.98 1.09
30 C -4.23 5.30 0.85
31 H -1.69 5.35 -3.00
32 H -0.50 5.95 -1.81
33 H -1.96 6.90 -2.17
34 H -0.43 3.69 -2.05
35 H 0.01 1.39 -1.38
36 H -0.98 -0.68 -0.30
37 H -2.10 -0.48 1.06
38 H 0.84 0.36 1.03
39 H -0.26 0.54 2.41
40 H -0.53 -1.88 2.30
41 H 2.21 -0.92 2.43
42 H 1.17 -1.31 3.81
43 H 2.60 -3.20 3.61
44 H 0.28 -3.84 2.18
45 H 2.88 -4.43 1.40
46 H 3.74 -2.89 1.56
47 H 0.80 -5.34 0.61
48 H -1.03 -6.01 -0.88
49 H -1.75 -4.58 -2.73
50 H -0.63 -2.42 -3.16
51 H 1.04 -0.25 -3.13
52 H 2.75 1.45 -2.58
53 H 4.24 1.15 -0.66
54 H 4.08 -0.84 0.77
55 H -3.11 1.68 1.52
56 H -5.04 5.46 1.56
57 H -4.61 5.41 -0.17
58 H -3.44 6.03 1.02